1.
2 unconnected molecules or ions with the total composition C4H9NO at a distorted geometry. Source: the OMol25 dataset; level of theory: the ωB97M-V functional and the def2-TZVPD basis.

XYZ file:
```
15
Properties=species:S:1:pos:R:3
C -0.60 -0.19 -2.28
C 0.16 0.41 -1.16
C 0.78 -0.29 -0.21
N 0.87 -0.02 1.17
C 1.69 0.86 1.54
H -0.20 -1.14 -2.67
H -0.71 0.44 -3.17
H -1.65 -0.45 -2.12
H -0.10 1.45 -0.94
H 1.25 -1.22 -0.56
H 2.24 1.48 0.82
H 1.89 1.14 2.57
H -2.58 -0.91 0.35
H -1.22 -0.74 0.94
O -2.15 -0.56 1.15
```

E = -287.7287 hartree
gap between HOMO and LUMO = 9.945 eV
energy relative to the best compared isomer or geometry (same formula, charge and spin) = 272.4 kJ/mol
SMILES = C=N/C=C/C.O
total charge = 0
LUMO level = 0.88 eV


2.
A single C15H22N2O6S molecule. Source: the OMol25 dataset; level of theory: the ωB97M-V functional and the def2-TZVPD basis.

XYZ file:
```
46
Properties=species:S:1:pos:R:3
C 3.97 3.07 -0.89
H 3.66 2.82 -1.91
O 4.52 1.96 -0.23
C 3.72 0.87 -0.04
C 2.40 0.77 -0.46
C 1.67 -0.38 -0.22
C 2.26 -1.47 0.45
C 3.58 -1.36 0.87
C 4.30 -0.21 0.62
H 5.33 -0.13 0.94
H 4.06 -2.18 1.38
O 1.45 -2.56 0.65
C 1.99 -3.68 1.29
H 2.30 -3.45 2.32
H 2.85 -4.09 0.74
H 1.20 -4.43 1.31
N 0.34 -0.54 -0.61
C -0.51 0.35 -1.14
O -0.22 1.47 -1.52
C -1.93 -0.22 -1.33
N -2.26 -1.13 -0.26
C -2.66 -2.40 -0.47
O -2.83 -2.86 -1.58
C -2.87 -3.18 0.81
H -1.94 -3.22 1.37
H -3.20 -4.19 0.57
H -3.63 -2.69 1.42
H -2.08 -0.77 0.67
H -1.92 -0.81 -2.25
C -2.94 0.93 -1.49
C -3.54 1.42 -0.19
H -4.19 2.28 -0.34
H -4.12 0.64 0.31
S -2.35 1.96 1.08
O -3.14 2.40 2.20
O -1.40 0.90 1.35
C -1.48 3.39 0.41
H -0.84 3.77 1.20
H -0.89 3.06 -0.44
H -2.22 4.13 0.13
H -3.76 0.59 -2.13
H -2.43 1.75 -2.00
H -0.04 -1.44 -0.34
H 1.91 1.58 -0.98
H 3.12 3.48 -0.35
H 4.77 3.81 -0.93
```

E = -1543.9398 hartree
gap between HOMO and LUMO = 8.398 eV
energy relative to the best compared isomer or geometry (same formula, charge and spin) = 1.3 kJ/mol
SMILES = COc1ccc(OC)c(NC(=O)[C@H](CCS(C)(=O)=O)NC(C)=O)c1
total charge = 0
LUMO level = 0.55 eV


3.
A single C4H4N2 molecule at a distorted geometry. Source: the OMol25 dataset; level of theory: the ωB97M-V functional and the def2-TZVPD basis.

XYZ file:
```
10
Properties=species:S:1:pos:R:3
C 1.28 0.33 0.04
C 0.16 1.14 0.17
C 0.81 -0.99 0.04
C -0.98 0.17 0.13
N -0.50 -1.11 0.01
N -2.21 0.32 0.01
H 2.31 0.50 0.05
H 0.11 2.10 -0.08
H 1.45 -1.79 -0.21
H -2.44 -0.68 -0.16
```

E = -264.2529 hartree
gap between HOMO and LUMO = 8.807 eV
energy relative to the best compared isomer or geometry (same formula, charge and spin) = 193.1 kJ/mol
SMILES = [H]/N=C1/C=CC=N1
total charge = 0
LUMO level = -1.10 eV


4.
A single C19H22N2O2S molecule. Source: the OMol25 dataset; level of theory: the ωB97M-V functional and the def2-TZVPD basis.

XYZ file:
```
46
Properties=species:S:1:pos:R:3
C 4.16 0.82 5.66
H 3.56 -0.08 5.71
H 5.18 0.55 5.39
H 4.17 1.28 6.65
C 3.60 1.81 4.64
N 3.73 1.28 3.29
C 2.72 0.32 2.92
H 2.57 -0.39 3.73
C 1.36 0.96 2.55
N 1.55 1.97 1.53
C 1.15 1.89 0.24
O 1.59 2.62 -0.63
C 0.09 0.90 -0.07
C -1.11 0.69 0.55
C -1.92 -0.23 -0.14
C -1.33 -0.72 -1.29
C -2.04 -1.64 -2.15
C -1.49 -2.33 -3.23
C -2.31 -3.13 -4.02
C -3.67 -3.23 -3.76
C -4.22 -2.56 -2.69
C -3.42 -1.78 -1.87
O -4.05 -1.13 -0.85
C -3.27 -0.73 0.26
H -3.17 -1.58 0.96
H -3.84 0.06 0.76
H -5.28 -2.63 -2.46
H -4.30 -3.84 -4.39
H -1.89 -3.66 -4.85
C -0.04 -2.23 -3.56
H 0.22 -2.93 -4.35
H 0.21 -1.22 -3.91
H 0.58 -2.44 -2.69
S 0.23 -0.01 -1.53
H -1.42 1.19 1.45
C 2.54 2.96 1.90
C 3.87 2.28 2.24
H 4.61 3.02 2.55
H 4.24 1.76 1.35
H 2.67 3.64 1.05
H 2.17 3.53 2.76
H 0.68 0.19 2.19
H 0.92 1.44 3.43
H 3.09 -0.22 2.04
H 2.57 2.06 4.91
H 4.19 2.73 4.69
```

E = -1395.3971 hartree
gap between HOMO and LUMO = 8.161 eV
energy relative to the best compared isomer or geometry (same formula, charge and spin) = 163.0 kJ/mol
SMILES = CCN1CCN(C(=O)c2cc3c(s2)-c2c(C)cccc2OC3)CC1
total charge = 0
LUMO level = 0.30 eV


5.
11 unconnected molecules or ions with the total composition C43H56BrN10O4P at a distorted geometry. Source: the OMol25 dataset; level of theory: the ωB97M-V functional and the def2-TZVPD basis.

XYZ file:
```
115
Properties=species:S:1:pos:R:3
C -2.19 -3.51 3.86
C -2.87 -3.61 2.39
O -2.72 -4.94 1.84
C -1.72 -5.03 0.86
O -1.02 -6.08 0.85
O -1.46 -4.06 -0.16
P 0.03 -3.22 0.14
O 0.85 -3.85 1.50
Br -0.46 -1.06 0.73
H -1.11 -3.12 3.77
H -2.82 -2.82 4.53
H -2.20 -4.55 4.36
H -2.55 -2.76 1.70
H -4.00 -3.45 2.58
H 1.73 -3.39 1.53
N -5.49 -2.86 5.91
C -5.38 -2.58 7.24
C -5.90 -1.33 7.46
C -6.33 -0.83 6.20
C -6.07 -1.80 5.27
H -5.18 -3.72 5.47
H -4.95 -3.30 7.93
H -5.95 -0.82 8.41
H -6.79 0.12 6.01
H -6.25 -1.83 4.20
N -2.08 0.49 -2.01
C -1.80 -0.36 -3.05
C -1.82 0.37 -4.22
C -2.13 1.71 -3.87
C -2.28 1.75 -2.50
H -2.14 0.22 -1.04
H -1.60 -1.41 -2.87
H -1.64 -0.02 -5.21
H -2.23 2.55 -4.54
H -2.52 2.57 -1.84
N -0.37 -0.21 4.01
C -0.57 1.13 4.19
C 0.02 1.49 5.38
C 0.61 0.33 5.93
C 0.35 -0.71 5.06
H -0.70 -0.75 3.22
H -1.12 1.71 3.46
H 0.03 2.49 5.80
H 1.15 0.25 6.86
H 0.62 -1.75 5.10
N 1.98 1.83 -4.22
C 1.81 0.95 -3.19
C 3.04 0.47 -2.83
C 4.00 1.09 -3.68
C 3.31 1.93 -4.52
H 1.24 2.34 -4.68
H 0.82 0.74 -2.80
H 3.24 -0.25 -2.05
H 5.07 0.94 -3.67
H 3.66 2.58 -5.31
N 1.68 4.89 -3.38
C 0.31 4.96 -3.30
C -0.03 6.23 -2.91
C 1.18 6.96 -2.76
C 2.21 6.10 -3.06
H 2.20 4.06 -3.64
H -0.30 4.10 -3.52
H -1.03 6.60 -2.76
H 1.28 7.99 -2.47
H 3.28 6.26 -3.07
N 1.23 4.68 -6.61
C 1.48 3.72 -7.56
C 1.49 4.34 -8.79
C 1.24 5.72 -8.57
C 1.08 5.89 -7.22
H 1.16 4.51 -5.62
H 1.63 2.69 -7.29
H 1.66 3.85 -9.74
H 1.17 6.49 -9.32
H 0.88 6.78 -6.64
N 7.33 -1.25 -3.05
C 7.40 -0.71 -1.79
C 8.66 -0.18 -1.64
C 9.37 -0.39 -2.84
C 8.52 -1.06 -3.70
H 6.52 -1.72 -3.44
H 6.56 -0.76 -1.12
H 9.03 0.32 -0.75
H 10.38 -0.10 -3.06
H 8.66 -1.41 -4.71
N 8.93 3.12 -3.27
C 8.88 4.15 -2.37
C 9.13 5.31 -3.05
C 9.33 4.98 -4.41
C 9.20 3.61 -4.52
H 8.79 2.14 -3.05
H 8.68 3.96 -1.33
H 9.16 6.30 -2.62
H 9.54 5.65 -5.22
H 9.27 2.96 -5.37
N -9.14 -0.67 8.96
C -9.03 -0.39 10.30
C -9.55 0.86 10.51
C -9.99 1.36 9.26
C -9.72 0.39 8.32
H -8.84 -1.52 8.52
H -8.60 -1.11 10.98
H -9.60 1.37 11.46
H -10.44 2.32 9.06
H -9.90 0.36 7.26
N -3.78 -10.25 -0.16
C -2.51 -10.40 -0.64
C -1.80 -9.26 -0.34
C -2.68 -8.39 0.37
C -3.89 -9.03 0.47
H -4.52 -10.93 -0.24
H -2.22 -11.30 -1.17
H -0.77 -9.07 -0.59
H -2.44 -7.42 0.76
H -4.82 -8.73 0.92
```

E = -5435.9133 hartree
gap between HOMO and LUMO = 7.414 eV
SMILES = CCOC(=O)OP(O)Br.c1cc[nH]c1.c1cc[nH]c1.c1cc[nH]c1.c1cc[nH]c1.c1cc[nH]c1.c1cc[nH]c1.c1cc[nH]c1.c1cc[nH]c1.c1cc[nH]c1.c1cc[nH]c1
total charge = 0
LUMO level = -0.65 eV


6.
12 unconnected molecules or ions with the total composition C38H101N23O13P at a distorted geometry. Source: the OMol25 dataset; level of theory: the ωB97M-V functional and the def2-TZVPD basis.

XYZ file:
```
176
Properties=species:S:1:pos:R:3
C 0.19 -4.53 1.32
C -0.58 -5.52 0.42
C -2.01 -5.02 0.22
C -2.71 -5.82 -0.91
C -2.53 -5.15 -2.27
C -3.64 -4.14 -2.69
C -4.49 -3.55 -1.56
C -5.70 -2.79 -2.16
C -5.41 -1.29 -2.40
C -6.33 -0.43 -1.53
C -6.06 1.07 -1.59
C -4.73 1.47 -0.92
C -4.76 2.96 -0.61
C -3.49 3.63 -0.09
C -2.32 3.71 -1.08
C -1.30 2.56 -1.05
N -0.12 2.83 -0.19
C -0.52 3.22 1.20
C 0.65 3.37 2.20
O 1.72 2.48 2.04
C 2.10 2.44 0.66
C 3.48 1.81 0.58
C 4.24 2.14 -0.72
C 5.71 2.58 -0.46
C 6.70 1.69 -1.23
C 6.87 2.11 -2.70
C 8.28 2.65 -3.03
C 0.91 1.75 -0.05
P 1.26 0.81 -1.65
C -0.21 -0.24 -1.94
O 2.38 -0.34 -1.32
H -0.19 -4.60 2.34
H 1.26 -4.75 1.34
H 0.09 -3.52 0.92
H -0.05 -5.63 -0.53
H -0.57 -6.49 0.92
H -1.92 -3.98 -0.09
H -2.53 -5.12 1.17
H -3.74 -6.05 -0.67
H -2.19 -6.78 -0.96
H -1.55 -4.66 -2.33
H -2.52 -5.94 -3.02
H -4.27 -4.57 -3.46
H -3.14 -3.29 -3.16
H -3.93 -2.84 -0.95
H -4.90 -4.32 -0.91
H -5.99 -3.28 -3.09
H -6.53 -2.87 -1.46
H -5.59 -1.02 -3.44
H -4.36 -1.07 -2.20
H -7.37 -0.60 -1.80
H -6.20 -0.72 -0.49
H -5.97 1.38 -2.63
H -6.84 1.62 -1.06
H -4.59 0.90 0.00
H -3.92 1.22 -1.62
H -5.12 3.52 -1.48
H -5.51 3.09 0.17
H -3.76 4.65 0.17
H -3.19 3.12 0.83
H -1.77 4.64 -0.92
H -2.75 3.72 -2.08
H -1.01 2.33 -2.07
H -1.78 1.65 -0.68
H 0.37 3.64 -0.60
H -1.08 4.15 1.22
H -1.22 2.47 1.58
H 0.23 3.17 3.19
H 0.96 4.42 2.22
H 2.20 3.49 0.36
H 3.44 0.74 0.79
H 4.05 2.25 1.39
H 4.29 1.28 -1.38
H 3.71 2.91 -1.28
H 5.95 2.51 0.60
H 5.84 3.59 -0.84
H 7.67 1.71 -0.73
H 6.37 0.65 -1.21
H 6.73 1.24 -3.34
H 6.10 2.82 -3.01
H 8.99 2.27 -2.31
H 8.30 3.74 -3.05
H 8.61 2.32 -4.02
H 0.49 1.06 0.68
H -0.62 -0.68 -1.04
H -0.95 0.31 -2.51
H 0.17 -1.03 -2.59
H 2.15 -0.83 -0.51
C -2.54 -1.57 -5.51
O -3.71 -1.87 -5.31
N -1.97 -0.47 -4.91
N -1.73 -2.29 -6.33
H -1.01 -0.20 -5.06
H -2.55 0.07 -4.31
H -2.12 -3.10 -6.77
H -0.77 -2.05 -6.51
C -0.52 -9.55 2.27
O -1.28 -8.61 2.09
N -0.60 -10.36 3.36
N 0.48 -9.87 1.39
H 0.01 -11.13 3.53
H -1.31 -10.15 4.04
H 0.57 -9.29 0.57
H 1.11 -10.63 1.52
C 11.74 0.56 -3.44
O 11.32 1.53 -2.82
N 12.13 -0.60 -2.82
N 11.85 0.56 -4.80
H 12.47 -1.40 -3.31
H 12.06 -0.63 -1.82
H 11.57 1.40 -5.28
H 12.19 -0.21 -5.33
C -5.96 -2.47 -8.99
O -6.11 -2.85 -10.14
N -6.91 -1.78 -8.30
N -4.80 -2.71 -8.29
H -6.79 -1.47 -7.36
H -7.78 -1.59 -8.77
H -4.08 -3.22 -8.77
H -4.64 -2.41 -7.35
C -10.65 -0.54 -7.58
O -9.74 -1.20 -8.08
N -10.42 0.60 -6.87
N -11.96 -0.90 -7.71
H -11.15 1.15 -6.45
H -9.46 0.89 -6.76
H -12.15 -1.74 -8.23
H -12.72 -0.38 -7.31
C 0.37 -9.03 6.83
O 0.26 -9.98 6.08
N 0.76 -7.80 6.39
N 0.10 -9.12 8.17
H 0.85 -7.00 6.99
H 0.95 -7.70 5.41
H -0.19 -10.01 8.52
H 0.18 -8.34 8.81
C -7.68 -1.18 2.39
O -6.88 -0.38 1.92
N -8.20 -2.21 1.66
N -8.11 -1.10 3.69
H -8.86 -2.87 2.03
H -7.90 -2.29 0.71
H -7.74 -0.36 4.25
H -8.76 -1.74 4.09
C 5.38 3.18 4.67
O 6.32 2.59 4.15
N 5.56 4.28 5.46
N 4.08 2.79 4.49
H 4.81 4.78 5.89
H 6.50 4.60 5.61
H 3.93 1.99 3.91
H 3.29 3.26 4.89
C 6.94 6.64 7.97
O 6.81 6.29 6.80
N 5.94 7.27 8.65
N 8.08 6.42 8.67
H 6.02 7.56 9.61
H 5.08 7.45 8.16
H 8.83 5.97 8.19
H 8.21 6.70 9.63
C 0.36 5.43 5.81
O 0.70 4.27 5.95
N -0.50 6.05 6.66
N 0.82 6.19 4.77
H -0.79 7.01 6.57
H -0.86 5.52 7.43
H 1.46 5.74 4.15
H 0.58 7.15 4.61
C 7.86 7.80 3.28
O 7.87 8.91 3.79
N 7.27 6.72 3.87
N 8.45 7.55 2.06
H 7.25 5.80 3.47
H 6.84 6.87 4.77
H 8.89 8.32 1.60
H 8.46 6.65 1.63
```

E = -4087.5651 hartree
gap between HOMO and LUMO = 7.855 eV
energy relative to the best compared isomer or geometry (same formula, charge and spin) = 74.8 kJ/mol
total charge = +1
LUMO level = -2.31 eV